1.
Here is C25H36Al2Cl5F5NO10PS as an isolated structure in a non-equilibrium geometry from the Open Molecules 2025 dataset. Energies are from the ωB97M-V functional and the def2-TZVPD basis.

Computed properties:
DFT total energy = -5805.79327 a.u.
Kohn-Sham gap = 3.0721 eV

Each line ends with the Mulliken charge.
Geometry (Å):
C: 2.93680 -2.21185 -0.72607  -0.181
C: 2.43193 -2.88849 -1.85908  -0.125
S: 1.53258 -4.34724 -1.41493  0.159
Cl: 2.27214 -6.00596 -2.31146  -0.115
P: -0.44689 -4.14809 -2.36613  0.568
O: -0.44429 -4.47147 -3.82154  -0.487
H: 3.83577 -2.59766 -0.22940  0.378
H: 2.41993 -1.32963 -0.28274  -0.092
H: 2.62440 -2.56472 -2.88988  0.503
H: -1.33889 -5.01398 -1.70570  0.221
H: -0.75628 -2.80785 -2.07976  0.047
C: -4.62336 -1.93912 -2.22401  -0.567
C: -4.11744 -2.99601 -2.84023  0.272
C: -4.64112 -4.38294 -2.66764  0.912
O: -4.08304 -5.28228 -3.27742  -0.634
C: -5.77719 -4.56069 -1.78290  -1.136
C: -6.29541 -3.49420 -1.14072  0.396
C: -5.73541 -2.09298 -1.31219  1.034
O: -6.24297 -1.19480 -0.66903  -0.632
O: -7.31092 -3.58344 -0.29286  -0.573
O: -3.02148 -2.78593 -3.59618  -0.544
H: -4.17447 -0.96489 -2.35280  0.351
H: -6.16156 -5.56178 -1.64765  0.434
H: -7.46974 -2.67442 0.03113  0.367
H: -2.77785 -3.68653 -3.90166  0.245
C: 5.52537 -0.89658 -4.46754  -0.634
Cl: 5.62506 0.87703 -4.32313  -0.206
Cl: 4.30486 -1.58064 -3.37178  -0.036
H: 5.25292 -1.15750 -5.48235  0.371
H: 6.48247 -1.32104 -4.20788  0.443
F: 0.25814 -2.06490 0.55394  -0.376
Al: -1.48476 -1.91754 0.59165  0.603
F: -2.01424 -1.38356 2.07035  -0.352
F: -2.12494 -3.44567 0.24641  -0.368
F: -1.91498 -0.85322 -0.64425  -0.355
O: -0.12184 0.84420 1.94154  -0.423
H: -0.41426 1.76220 1.83944  0.233
H: 0.28462 0.82450 2.81186  0.200
C: 0.99573 3.01962 8.31010  -1.559
C: 0.68442 2.75530 6.82208  1.447
C: 1.96409 2.83879 5.97713  -1.099
C: 2.47621 4.26441 5.76527  -0.530
C: 1.38103 5.13603 5.15179  -1.077
C: 0.08300 5.14245 5.96563  1.432
N: -0.35803 3.71829 6.30107  0.665
O: -0.96058 3.23742 5.34220  -0.313
C: 0.28640 5.97876 7.24718  -1.969
C: -0.99121 5.83390 5.15945  -1.262
C: 0.16812 1.31758 6.79600  -1.689
H: 1.97119 2.60781 8.56463  0.354
H: 1.00915 4.06647 8.59199  0.321
H: 0.25245 2.54187 8.94900  0.418
H: 1.77861 2.38656 4.99730  0.219
H: 2.73546 2.23356 6.45414  0.456
H: 2.83004 4.68494 6.71012  0.291
H: 3.33577 4.24109 5.09406  0.413
H: 1.72747 6.16513 5.05446  0.432
H: 1.17432 4.77894 4.13851  0.328
H: -0.52824 5.82098 7.95600  0.405
H: 0.29577 7.03507 6.98737  0.449
H: 1.23345 5.78852 7.75094  0.407
H: -1.03402 5.30802 4.15603  -0.019
H: -0.73789 6.87862 4.98164  0.410
H: -1.96324 5.80780 5.65683  0.472
H: -0.78187 1.22862 7.32420  0.480
H: 0.89445 0.67711 7.29491  0.405
H: 0.03025 0.93769 5.78418  0.321
Cl: -1.35037 4.04618 2.80740  -0.570
Al: 1.35990 0.36145 -1.00189  0.817
Cl: 6.10241 -3.53271 -4.97856  -0.664
F: 0.52858 0.21443 -7.25494  -0.317
C: -0.18013 -0.91973 -7.35698  0.391
C: -1.21507 -0.96901 -8.26760  -0.491
C: -1.94774 -2.13758 -8.37390  -0.324
C: -1.64413 -3.22493 -7.56978  -0.643
C: -0.59717 -3.15602 -6.65479  -0.314
C: 0.14935 -1.99481 -6.54690  -0.621
H: -1.43744 -0.10353 -8.87746  0.427
H: -2.76025 -2.19831 -9.08646  0.373
H: -2.22540 -4.13432 -7.65390  0.415
H: -0.37793 -4.00907 -6.03144  0.495
H: 0.97004 -1.91465 -5.85105  0.619
C: 5.56307 0.29344 -8.24774  0.854
O: 4.91155 0.46576 -9.26675  -0.398
O: 6.04432 1.19651 -7.52531  -0.267
O: 5.86050 -0.81478 -7.74355  -0.290


2.
Here is a 2-piece molecular cluster, C6H8N2O overall in a non-equilibrium geometry from the Open Molecules 2025 dataset. Energies are from the ωB97M-V functional and the def2-TZVPD basis.

Computed properties:
DFT total energy = -418.15825 a.u.
SMILES string = Cn1cccc1C#N.O
energy relative to the best compared isomer or geometry (same formula, charge and spin) = 65.7 kJ/mol
Kohn-Sham gap = 9.5641 eV

Each line ends with the Mulliken charge.
Geometry (Å):
C: 1.10889 0.70482 1.50023  -0.834
N: 0.89267 0.58121 0.07097  0.144
C: 1.43197 1.38124 -0.88114  -0.081
C: 1.05482 0.91532 -2.13412  -0.740
C: 0.18546 -0.17699 -1.92294  -0.428
C: 0.10644 -0.36857 -0.54590  0.322
C: -0.58010 -1.38481 0.18279  0.172
N: -0.89449 -2.33903 0.78272  -0.614
H: 1.61041 -0.18967 1.88960  0.320
H: 1.73963 1.57961 1.68327  0.298
H: 0.15100 0.83961 2.01724  0.305
H: 2.10371 2.19079 -0.60553  0.340
H: 1.42155 1.28851 -3.08704  0.391
H: -0.39618 -0.71185 -2.66916  0.420
O: -3.65497 -1.45389 1.04429  -0.678
H: -3.25068 -0.64677 1.38646  0.295
H: -3.03014 -2.20955 1.28825  0.366